(1)
9
Properties=species:S:1:pos:R:3:forces:R:3:mulliken_charge:R:1 method="wB97M-V/def2-TZVPD" total_charge=0 multiplicity=1 homo_lumo_gap_ev="7.86 / 8.72" total_energy_ha=-613.391323
C 0.69751 0.23404 0.46342 -1.53 -0.87 -3.54 -0.23
C 0.18200 -1.17057 0.20416 1.80 1.55 -0.76 -0.80
C -0.39627 1.05761 -0.21865 -1.76 1.12 0.55 0.34
F -1.55603 1.45957 0.40750 1.47 -0.92 0.00 -0.24
F -0.71899 1.00642 -1.50914 0.86 -0.48 0.29 -0.20
I 0.27975 -2.19293 -1.55785 0.01 0.08 0.04 0.13
H 0.58261 0.32199 1.49660 0.56 1.00 1.60 0.27
H 1.57539 0.55266 -0.08920 0.66 -0.34 0.77 0.29
H -0.64596 -1.26879 0.80316 -2.07 -1.16 1.04 0.46


(2)
9
Properties=species:S:1:pos:R:3:forces:R:3:mulliken_charge:R:1 method="wB97M-V/def2-TZVPD" total_charge=0 multiplicity=1 homo_lumo_gap_ev=9.98 smiles=C#CI.FCF total_energy_ha=-613.433904
C -0.66775 0.20001 -2.63147 -0.95 2.14 -0.80 -0.01
C -0.15124 -0.76888 -2.17465 0.48 -0.87 0.43 -0.56
I 0.73471 -2.33843 -1.33609 -0.03 -0.01 -0.04 0.26
H -1.11180 1.13958 -2.99839 0.50 -1.26 0.38 0.32
F -0.68993 0.31234 0.86494 0.37 0.28 0.44 -0.20
C 0.28934 0.44284 1.81289 -3.02 -0.37 2.46 0.11
F 0.51612 -0.76858 2.35423 0.38 -1.23 -0.12 -0.22
H 1.15456 0.77866 1.38085 2.09 1.07 -1.22 0.17
H -0.07402 1.00247 2.72769 0.17 0.24 -1.54 0.14


(3)
10
Properties=species:S:1:pos:R:3:forces:R:3:mulliken_charge:R:1 method="wB97M-V/def2-TZVPD" total_charge=0 multiplicity=1 homo_lumo_gap_ev=8.80 total_energy_ha=-688.606627
C -0.09424 -1.83091 0.14435 2.60 -1.97 2.46 0.77
C -0.89137 -1.06749 -0.57960 -0.47 -1.32 0.27 -0.91
C -0.16813 1.83453 0.67662 -0.39 1.84 0.28 -0.03
O 0.67611 -2.45033 0.87079 -3.40 2.68 -3.18 -0.46
F -0.82356 0.91311 1.32079 -1.02 -0.45 0.46 -0.06
F -0.47005 1.67066 -0.60678 -0.76 0.08 -0.48 -0.09
I 1.97096 0.67915 0.52321 2.49 -0.16 -0.57 0.03
H 2.31705 1.92162 -0.50540 -0.12 -0.60 0.59 0.16
H -0.54226 -0.62397 -1.50554 0.05 -0.13 0.27 0.33
H -1.97452 -1.04636 -0.33843 1.01 0.02 -0.09 0.25


Energy above the lowest of the compared OMol25 structures with the same formula, charge and spin (kJ/mol)
311.7 199.9 344.9